# 1
The following is a DFT calculation (ωB97M-V/def2-TZVPD) of 2 unconnected molecules or ions with the total composition C29H37N3P in a non-equilibrium geometry.

Computed properties:
* HOMO level: -10.426 eV
* E_tot: -44424.708 eV
* total charge: +1

Each line ends with the Löwdin charge.
Atoms and positions in Å:
C (1.951, 14.218, 0.400)  -0.044
C (0.658, 13.491, 0.689)  -0.242
C (-0.348, 13.487, -0.289)  0.003
C (-1.579, 12.850, -0.090)  -0.202
C (-2.690, 12.990, -1.075)  -0.037
C (-1.813, 12.197, 1.133)  -0.209
N (-3.094, 11.594, 1.406)  -0.235
P (-3.715, 10.072, 0.912)  1.234
H (-3.490, 8.820, 2.308)  -0.037
N (-5.305, 10.696, 1.012)  -0.237
C (-6.516, 10.283, 0.357)  -0.212
C (-7.537, 9.691, 1.114)  -0.216
C (-7.512, 9.592, 2.615)  -0.047
C (-8.716, 9.273, 0.453)  0.009
C (-8.959, 9.610, -0.899)  -0.240
C (-10.261, 9.266, -1.586)  -0.043
C (-7.984, 10.370, -1.574)  0.005
C (-6.764, 10.691, -0.969)  -0.200
C (-5.811, 11.610, -1.659)  -0.041
C (-5.352, 11.954, 1.654)  -0.079
C (-4.104, 12.453, 1.882)  -0.089
C (-0.902, 12.332, 2.193)  -0.204
C (-1.284, 12.038, 3.619)  -0.062
C (0.372, 12.903, 1.946)  0.018
H (2.651, 14.110, 1.235)  0.078
H (2.427, 13.846, -0.518)  0.089
H (1.737, 15.288, 0.245)  0.094
H (-0.198, 14.044, -1.221)  0.129
H (-3.533, 13.525, -0.613)  0.088
H (-2.345, 13.601, -1.897)  0.085
H (-3.036, 12.013, -1.456)  0.064
H (-7.785, 8.547, 2.899)  0.085
H (-6.502, 9.832, 3.032)  0.073
H (-8.274, 10.293, 3.019)  0.103
H (-9.512, 8.755, 1.030)  0.137
H (-10.293, 9.736, -2.579)  0.081
H (-10.385, 8.182, -1.715)  0.090
H (-11.101, 9.636, -0.989)  0.086
H (-8.202, 10.778, -2.577)  0.129
H (-6.064, 11.657, -2.716)  0.089
H (-5.891, 12.635, -1.273)  0.097
H (-4.769, 11.303, -1.572)  0.034
H (-6.304, 12.497, 1.725)  0.153
H (-3.863, 13.484, 2.181)  0.152
H (-0.394, 11.613, 4.132)  0.094
H (-1.562, 12.974, 4.140)  0.102
H (-2.161, 11.349, 3.680)  0.064
H (1.123, 12.977, 2.764)  0.133
C (-1.042, 8.738, 3.810)  -0.063
N (-2.058, 7.892, 3.279)  -0.298
C (-1.550, 6.712, 2.571)  -0.083
C (-3.401, 8.139, 3.262)  -0.230
C (-4.194, 6.849, 3.528)  -0.197
C (-3.775, 5.739, 4.329)  -0.030
C (-4.607, 4.628, 4.528)  -0.063
C (-5.908, 4.608, 3.993)  -0.066
C (-6.288, 5.665, 3.155)  -0.089
C (-5.451, 6.740, 2.902)  -0.067
H (-0.089, 8.292, 3.523)  0.094
H (-1.091, 9.741, 3.406)  0.039
H (-1.072, 8.750, 4.887)  0.097
H (-0.753, 7.046, 1.837)  0.096
H (-0.976, 5.999, 3.258)  0.107
H (-2.276, 6.109, 1.983)  0.101
H (-3.734, 8.965, 4.181)  0.201
H (-2.780, 5.684, 4.724)  0.099
H (-4.292, 3.778, 5.111)  0.104
H (-6.582, 3.753, 4.116)  0.111
H (-7.258, 5.651, 2.675)  0.101
H (-5.666, 7.515, 2.097)  0.114

# 2
The following is a DFT calculation (ωB97M-V/def2-TZVPD) of 15 unconnected molecules or ions with the total composition C29H38Cl28F7N4O3 in a non-equilibrium geometry.

Computed properties:
* HOMO level: -11.830 eV
* E_tot: -412431.609 eV
* total charge: +1

Each line ends with the Löwdin charge.
Atoms and positions in Å:
N (-2.063, -2.001, 2.930)  0.149
C (-1.066, -2.552, 2.078)  -0.181
C (0.023, -1.657, 1.589)  -0.048
N (0.740, -2.567, 0.796)  0.011
C (1.931, -2.051, 0.075)  -0.035
C (1.409, -1.609, -1.378)  -0.414
O (0.610, -0.715, -1.526)  0.013
C (0.247, -3.843, 0.733)  -0.129
N (0.688, -5.026, 0.049)  0.160
C (1.665, -5.805, 0.796)  -0.414
O (1.681, -6.975, 0.616)  0.228
F (2.524, -5.275, 1.719)  0.143
C (1.100, -4.783, -1.321)  -0.401
O (2.271, -4.681, -1.545)  0.177
F (0.238, -4.663, -2.360)  0.162
N (-0.888, -3.836, 1.573)  0.175
C (-1.829, -4.923, 1.898)  -0.371
F (-2.198, -4.913, 3.242)  0.088
F (-1.318, -6.180, 1.647)  0.112
C (-3.087, -4.739, 0.953)  -0.074
C (-3.055, -5.441, -0.353)  0.014
C (-4.220, -5.208, -1.238)  -0.192
C (-5.338, -4.314, -0.788)  -0.129
C (-5.324, -3.654, 0.527)  -0.054
C (-6.488, -2.708, 0.967)  -0.466
F (-7.711, -3.114, 0.516)  0.131
F (-6.215, -1.424, 0.496)  0.097
F (-6.479, -2.601, 2.350)  0.046
C (-4.164, -3.872, 1.418)  0.051
H (-1.682, -1.131, 3.326)  0.077
H (-2.281, -2.601, 3.732)  0.044
H (0.183, -0.584, 1.780)  0.039
H (2.789, -2.770, 0.018)  0.139
H (2.219, -1.081, 0.581)  0.119
H (1.738, -2.168, -2.300)  0.087
H (-2.194, -6.096, -0.626)  0.115
H (-4.242, -5.686, -2.240)  0.087
H (-6.198, -4.137, -1.485)  0.106
H (-4.184, -3.352, 2.402)  0.057
C (2.426, 0.293, 4.058)  -0.925
Cl (3.123, 0.996, 2.597)  0.523
Cl (0.902, -0.542, 3.702)  0.596
H (3.129, -0.423, 4.475)  0.039
H (2.234, 1.086, 4.778)  0.035
C (-6.032, -3.149, 5.664)  -1.004
Cl (-6.602, -1.538, 5.222)  0.536
Cl (-4.382, -3.438, 5.088)  0.565
H (-6.045, -3.242, 6.747)  0.037
H (-6.691, -3.889, 5.223)  -0.047
C (4.206, 0.821, -3.352)  -0.987
Cl (4.920, 2.014, -2.261)  0.530
Cl (3.247, -0.375, -2.458)  0.700
H (3.556, 1.332, -4.061)  -0.088
H (5.004, 0.308, -3.885)  0.034
C (-0.660, 2.961, 4.184)  -0.972
Cl (-1.153, 1.730, 5.355)  0.511
Cl (-0.041, 2.228, 2.697)  0.505
H (-1.521, 3.578, 3.940)  0.034
H (0.121, 3.575, 4.626)  0.037
C (2.124, 4.303, -0.184)  -1.067
Cl (1.062, 5.714, -0.162)  0.512
Cl (3.151, 4.251, 1.256)  0.465
H (1.514, 3.403, -0.213)  0.021
H (2.760, 4.352, -1.074)  -0.110
C (-10.209, -2.598, 4.411)  -1.009
Cl (-10.692, -2.035, 6.013)  0.516
Cl (-9.060, -3.939, 4.521)  0.542
H (-11.091, -2.935, 3.873)  0.029
H (-9.739, -1.777, 3.875)  0.023
C (2.455, 3.045, -6.462)  -0.981
Cl (1.995, 3.597, -4.846)  0.517
Cl (3.565, 1.670, -6.375)  0.580
H (1.560, 2.743, -6.998)  -0.031
H (2.944, 3.861, -6.988)  0.039
C (5.301, 6.135, -2.102)  -0.946
Cl (5.865, 5.347, -0.625)  0.540
Cl (3.719, 5.512, -2.589)  0.551
H (5.219, 7.204, -1.926)  0.037
H (6.016, 5.946, -2.899)  0.035
C (5.810, -5.396, -2.418)  -1.041
Cl (6.121, -3.655, -2.381)  0.490
Cl (6.792, -6.198, -3.646)  0.519
H (6.049, -5.817, -1.444)  0.027
H (4.759, -5.561, -2.643)  0.008
C (-1.457, 4.247, -7.353)  -1.007
Cl (-1.154, 5.987, -7.311)  0.528
Cl (-0.482, 3.455, -8.598)  0.535
H (-1.205, 3.822, -6.384)  0.022
H (-2.509, 4.078, -7.568)  0.024
C (6.607, 5.852, 2.885)  -1.033
Cl (8.302, 6.315, 3.070)  0.531
Cl (6.119, 4.696, 4.132)  0.499
H (5.987, 6.742, 2.967)  0.033
H (6.471, 5.396, 1.909)  -0.051
C (8.989, 6.095, 6.868)  -1.051
Cl (10.684, 6.559, 7.054)  0.504
Cl (8.501, 4.937, 8.113)  0.493
H (8.369, 6.984, 6.951)  0.028
H (8.853, 5.639, 5.890)  -0.025
C (-4.216, 7.964, -6.945)  -1.040
Cl (-5.273, 8.339, -8.310)  0.510
Cl (-4.664, 6.430, -6.187)  0.486
H (-3.192, 7.894, -7.301)  -0.024
H (-4.298, 8.758, -6.207)  0.028
C (-3.689, -2.141, -4.037)  -0.947
Cl (-2.003, -1.642, -3.851)  0.519
Cl (-4.163, -3.284, -2.762)  0.727
H (-4.325, -1.261, -3.977)  0.033
H (-3.811, -2.620, -5.005)  0.032

# 3
The following is a DFT calculation (ωB97M-V/def2-TZVPD) of a molecular structure, C29H38Cl2GdN9 in a non-equilibrium geometry.

Computed properties:
* multiplicity: 8
* HOMO level (spin up / spin down): -17.452 / -17.466 eV
* energy relative to the best compared isomer or geometry (same formula, charge and spin): 0.490 eV
* E_tot: -89941.971 eV
* total charge: +4

Each line ends with the Löwdin charge.
Atoms and positions in Å:
Gd (10.903, 9.722, 11.227)  1.547
N (9.831, 5.205, 12.602)  0.124
C (10.590, 6.152, 12.047)  -0.179
N (10.292, 7.734, 12.450)  -0.131
C (9.499, 7.861, 13.649)  -0.224
N (9.170, 9.065, 14.009)  0.125
N (9.724, 10.077, 13.225)  -0.111
C (9.724, 11.246, 13.800)  0.012
C (10.345, 12.344, 13.091)  -0.229
C (10.278, 13.659, 13.513)  0.050
C (10.932, 14.638, 12.760)  0.024
C (11.514, 14.275, 11.576)  0.013
C (11.377, 12.964, 11.138)  -0.124
N (10.950, 11.991, 11.903)  -0.073
C (9.194, 6.691, 14.437)  -0.110
C (8.759, 6.810, 15.745)  -0.009
C (8.426, 5.738, 16.550)  -0.012
C (8.374, 4.508, 15.879)  -0.022
C (9.002, 4.283, 14.684)  0.024
C (9.412, 5.414, 13.937)  -0.142
H (9.536, 4.509, 11.971)  0.162
H (10.609, 6.160, 10.981)  0.161
H (9.200, 11.391, 14.700)  0.140
H (9.677, 13.835, 14.438)  0.161
H (11.021, 15.593, 13.263)  0.145
H (12.023, 15.012, 10.958)  0.143
H (11.780, 12.696, 10.158)  0.121
H (8.683, 7.790, 16.171)  0.116
H (8.197, 5.840, 17.601)  0.127
H (8.102, 3.612, 16.523)  0.156
H (9.187, 3.333, 14.297)  0.112
Cl (13.962, 10.280, 11.785)  0.535
C (14.394, 10.357, 10.023)  -0.780
Cl (12.930, 9.818, 9.058)  0.535
H (15.250, 9.753, 9.863)  0.042
H (14.594, 11.461, 9.929)  0.074
C (13.653, 5.408, 11.011)  -0.002
C (13.245, 5.696, 12.539)  -0.469
C (12.932, 4.300, 13.154)  -0.022
C (14.331, 6.464, 13.371)  -0.016
C (11.984, 6.510, 12.488)  -0.163
N (11.776, 7.767, 12.786)  0.103
H (14.506, 4.696, 11.026)  0.109
H (13.950, 6.309, 10.413)  0.090
H (12.848, 4.916, 10.472)  0.080
H (13.846, 3.670, 13.105)  0.118
H (12.145, 3.666, 12.755)  0.093
H (12.826, 4.358, 14.170)  0.055
H (15.224, 5.788, 13.456)  0.118
H (13.895, 6.596, 14.361)  0.089
H (14.674, 7.381, 12.956)  0.046
N (17.489, 10.066, 20.635)  0.054
C (16.715, 11.234, 20.139)  -0.084
C (16.417, 11.052, 18.624)  -0.166
N (15.799, 9.767, 18.358)  -0.074
C (16.608, 8.659, 18.770)  -0.209
C (16.834, 8.686, 20.292)  -0.050
H (17.618, 10.134, 21.643)  0.186
H (18.390, 10.075, 20.209)  0.163
H (17.338, 12.096, 20.400)  0.147
H (15.790, 11.163, 20.696)  0.134
H (17.312, 11.041, 18.048)  0.118
H (15.762, 11.840, 18.321)  0.120
H (14.829, 9.675, 18.666)  0.130
H (17.539, 8.453, 18.291)  0.117
H (16.029, 7.700, 18.588)  0.150
H (17.480, 7.883, 20.689)  0.148
H (15.917, 8.805, 20.831)  0.120
C (6.809, 10.967, 8.556)  0.052
C (8.040, 11.372, 8.181)  -0.046
C (9.145, 10.891, 8.779)  -0.150
N (9.083, 9.911, 9.683)  -0.131
C (7.861, 9.488, 10.071)  -0.162
C (6.738, 9.967, 9.597)  0.005
H (5.968, 11.319, 7.972)  0.144
H (8.257, 12.043, 7.329)  0.154
H (10.192, 11.082, 8.412)  0.122
H (7.962, 8.581, 10.703)  0.130
H (5.741, 9.630, 9.945)  0.153